No. 1
Computed, not measured: C20H55AgCrN5O21S4 as an isolated structure, with the ωB97M-V functional and the def2-TZVPD basis.

Electronic energy (eV): -147835.2162
Charge: -3
Multiplicity: 7
Frontier orbital gap (alpha / beta) (eV): 4.91 / 4.97
LUMO energy (alpha / beta) (Ha): 0.1827 / 0.1604

Positions of all 107 atoms, in Å:
Cr (-15.7519, 22.9061, -10.0357)
Ag (-15.8703, 19.8771, -13.6496)
S (-17.3214, 20.0469, -11.2059)
O (-17.5586, 20.5781, -12.5427)
O (-16.2630, 19.0901, -11.5438)
O (-16.7828, 21.1733, -10.4288)
O (-18.5214, 19.4595, -10.6009)
S (-13.5582, 21.5797, -12.1387)
O (-14.0780, 22.1750, -10.8992)
O (-13.0740, 20.2244, -11.8997)
O (-14.6479, 21.5294, -13.1133)
O (-12.3993, 22.3916, -12.6066)
S (-14.4112, 22.9700, -7.6818)
O (-15.4804, 22.0778, -8.1720)
O (-14.2966, 23.9003, -8.8015)
O (-14.7497, 23.6823, -6.4750)
O (-13.1413, 22.2409, -7.5579)
S (-13.7986, 18.0837, -14.5007)
O (-12.6549, 17.9879, -13.7243)
O (-13.8032, 17.1827, -15.6481)
O (-14.9654, 17.7823, -13.7227)
O (-14.1046, 19.4743, -14.8820)
C (-21.6190, 18.6072, -12.0506)
C (-21.8505, 18.1657, -10.5860)
C (-23.0295, 17.1805, -10.3870)
O (-24.1681, 17.9024, -10.8962)
C (-24.9734, 18.4655, -9.8679)
N (-20.5834, 17.6474, -10.1085)
H (-22.5363, 18.8066, -12.6046)
H (-21.1098, 17.7941, -12.5680)
H (-20.9351, 19.4407, -12.2109)
H (-22.0892, 19.0620, -10.0136)
H (-23.1092, 16.7733, -9.3790)
H (-22.9115, 16.2956, -11.0124)
H (-24.3833, 19.2272, -9.3583)
H (-25.2371, 17.7879, -9.0559)
H (-25.8950, 18.7373, -10.3826)
H (-19.9128, 18.3819, -10.2840)
H (-20.6884, 17.5762, -9.1065)
C (-19.5969, 24.4986, -14.9124)
C (-19.6378, 23.3091, -13.9937)
C (-20.3059, 22.0632, -14.5287)
O (-21.6083, 22.2878, -15.0595)
C (-22.5771, 22.5080, -14.0097)
N (-18.2736, 23.0571, -13.5096)
H (-19.2945, 25.3623, -14.3202)
H (-20.5773, 24.6000, -15.3778)
H (-18.9833, 24.4991, -15.8133)
H (-20.2631, 23.4573, -13.1133)
H (-20.2829, 21.3438, -13.7102)
H (-19.6299, 21.7778, -15.3347)
H (-23.5678, 22.5151, -14.4641)
H (-22.5141, 23.5228, -13.6171)
H (-22.5094, 21.8135, -13.1723)
H (-18.3406, 22.2536, -12.9013)
H (-17.8797, 22.6913, -14.3646)
C (-19.3078, 23.2803, -7.6218)
C (-18.5510, 23.2706, -8.9274)
C (-19.4265, 23.9511, -10.1154)
O (-20.7449, 23.3882, -10.2116)
C (-20.6685, 21.9962, -10.4694)
N (-17.3648, 24.0724, -8.7503)
H (-19.0437, 22.4808, -6.9296)
H (-20.3832, 23.1346, -7.7236)
H (-19.2388, 24.2370, -7.1040)
H (-18.3930, 22.2215, -9.1772)
H (-18.9177, 23.7985, -11.0673)
H (-19.5402, 25.0334, -10.0536)
H (-21.5677, 21.6386, -10.9710)
H (-20.7133, 21.4053, -9.5545)
H (-19.8940, 21.7582, -11.1985)
H (-17.0769, 23.7479, -7.8382)
H (-17.5544, 24.9802, -8.3504)
C (-17.0100, 20.5773, -18.0042)
C (-17.2454, 20.2416, -16.5270)
C (-17.2277, 18.7694, -16.1321)
O (-17.6350, 18.5887, -14.7697)
C (-18.1332, 17.2876, -14.3484)
N (-16.2799, 20.9492, -15.7459)
H (-16.2227, 20.0199, -18.5116)
H (-16.7273, 21.5831, -18.3149)
H (-17.9502, 20.3816, -18.5197)
H (-18.2118, 20.7029, -16.3237)
H (-16.2283, 18.3518, -16.2539)
H (-17.8704, 18.1081, -16.7132)
H (-17.3788, 16.5016, -14.3839)
H (-18.9693, 16.8933, -14.9259)
H (-18.3804, 17.4118, -13.2941)
H (-15.3146, 20.6844, -15.8806)
H (-16.3367, 21.8254, -16.2451)
C (-18.4203, 19.8983, -6.9146)
C (-17.9062, 18.4799, -7.0083)
C (-18.7453, 17.2969, -6.4214)
O (-20.0357, 17.3877, -7.1726)
C (-20.9219, 16.3503, -6.7904)
N (-17.7727, 18.1662, -8.3713)
H (-18.2597, 20.2113, -5.8829)
H (-19.4735, 20.0860, -7.1233)
H (-17.7660, 20.5995, -7.4327)
H (-16.9129, 18.5071, -6.5602)
H (-19.0012, 17.5434, -5.3909)
H (-18.2208, 16.3458, -6.5125)
H (-20.6386, 15.3157, -6.9842)
H (-21.8339, 16.3418, -7.3872)
H (-21.0933, 16.4169, -5.7160)
H (-17.8062, 18.8886, -9.0764)
H (-18.6777, 17.7308, -8.4781)

***

No. 2
Computed, not measured: C20H55Cu4N5O13S2 as an isolated structure, with the ωB97M-V functional and the def2-TZVPD basis.

Electronic energy (eV): -255924.6238
Charge: -1
Multiplicity: 2
Frontier orbital gap (alpha / beta) (eV): 2.66 / 5.82
LUMO energy (alpha / beta) (Ha): 0.0522 / 0.0514

Positions of all 99 atoms, in Å:
Cu (-0.9363, 1.3595, 3.8855)
Cu (-2.2906, 2.9799, 0.4716)
Cu (0.8087, -1.8148, 0.3043)
Cu (0.6301, 4.6543, 1.9542)
S (-1.8551, 4.1467, 3.3429)
O (-2.8174, 4.8427, 4.1231)
O (-0.5555, 4.0713, 4.0855)
O (-2.3736, 2.8090, 3.0281)
O (-1.5988, 4.8406, 2.0887)
S (-0.1401, 1.0927, 1.0133)
O (-1.2903, 1.0077, 0.0612)
O (-0.3661, 0.2088, 2.1448)
O (1.0381, 0.6092, 0.3306)
O (-0.0308, 2.4760, 1.5562)
C (2.6962, -1.0746, -4.1258)
C (1.7711, -2.0235, -3.3719)
C (2.2521, -3.5345, -3.2393)
O (2.8956, -3.8313, -4.4641)
C (4.1399, -4.4586, -4.2023)
N (1.6019, -1.3009, -2.1008)
H (3.0124, -1.4032, -5.1158)
H (3.6529, -0.9277, -3.6245)
H (2.2085, -0.1544, -4.4476)
H (0.7672, -2.1605, -3.7738)
H (1.3857, -4.1781, -3.0869)
H (2.8600, -3.6280, -2.3394)
H (4.8204, -3.9246, -3.5390)
H (4.6785, -4.3429, -5.1429)
H (3.9998, -5.4899, -3.8785)
H (2.5076, -1.0300, -1.7452)
H (1.1135, -0.4311, -2.2584)
C (1.2635, 3.0864, -4.0318)
C (1.8443, 2.5419, -2.7536)
C (2.0337, 3.5834, -1.6837)
O (3.0741, 4.6044, -1.9165)
C (4.3172, 4.0278, -2.0885)
N (0.8903, 1.5464, -2.2512)
H (1.3099, 2.4279, -4.8992)
H (1.8596, 3.9696, -4.2612)
H (0.2081, 3.3590, -4.0261)
H (2.7643, 2.1170, -3.1551)
H (2.1947, 3.2049, -0.6743)
H (1.0493, 4.0394, -1.5786)
H (5.0950, 4.7914, -2.0951)
H (4.5157, 3.3724, -2.9366)
H (4.6282, 3.3224, -1.3179)
H (1.2134, 1.1768, -1.3685)
H (0.1064, 2.1486, -2.0443)
C (4.4392, -1.2532, 3.2815)
C (3.6621, -0.9855, 2.0334)
C (4.3004, -1.5862, 0.8145)
O (3.6969, -1.0310, -0.4236)
C (4.1132, 0.2798, -0.8676)
N (2.3300, -1.5114, 2.2316)
H (4.1835, -2.2272, 3.6986)
H (4.2234, -0.5572, 4.0922)
H (5.5201, -1.1451, 3.1917)
H (3.7140, 0.0867, 1.8437)
H (4.1005, -2.6572, 0.7833)
H (5.3868, -1.4989, 0.7977)
H (3.7763, 0.9774, -0.1008)
H (3.6996, 0.5848, -1.8289)
H (5.2027, 0.3097, -0.8793)
H (2.2813, -2.3686, 2.7634)
H (1.7868, -0.8713, 2.7931)
C (-3.5945, -1.0813, 3.6344)
C (-4.6578, 0.0538, 3.4005)
C (-4.8935, 0.9678, 4.6173)
O (-5.5159, 0.2571, 5.6691)
C (-5.5805, 0.8332, 6.9580)
N (-4.2576, 0.8061, 2.2656)
H (-3.7613, -1.5582, 4.6002)
H (-2.5743, -0.6973, 3.6342)
H (-3.6901, -1.7919, 2.8134)
H (-5.5756, -0.3914, 3.0166)
H (-5.5065, 1.7360, 4.1459)
H (-3.9789, 1.4872, 4.9036)
H (-4.6692, 1.3899, 7.1765)
H (-5.7354, 0.0441, 7.6939)
H (-6.4149, 1.5231, 7.0835)
H (-3.6854, 0.3041, 1.6018)
H (-3.5551, 1.4500, 2.6001)
C (-2.8194, -2.3065, -3.3222)
C (-2.8081, -1.6010, -1.9504)
C (-3.6453, -2.1901, -0.8017)
O (-5.0464, -1.7790, -1.0930)
C (-5.9777, -2.0594, -0.0245)
N (-1.4847, -1.2832, -1.5073)
H (-3.7837, -2.7736, -3.5226)
H (-2.1967, -3.1878, -3.4756)
H (-2.5698, -1.7401, -4.2194)
H (-3.3443, -0.6564, -2.0418)
H (-3.3255, -1.9741, 0.2177)
H (-3.4785, -3.2666, -0.8384)
H (-5.7012, -2.9485, 0.5423)
H (-6.9797, -2.2134, -0.4250)
H (-6.0227, -1.2650, 0.7205)
H (-1.0701, -0.8219, -2.3043)
H (-1.4701, -0.5206, -0.8453)

***

- Which of these has the lowest charge?
  C20H55AgCrN5O21S4

***

- Which value of charge does entry 1 give?
  -3

***

- Among the records above, which one has the highest multiplicity?
  C20H55AgCrN5O21S4